{"formula": "C5H15N2", "method": "ωB97M-V/def2-TZVPD", "largest_force_ha_per_bohr": 0.02196, "total_energy_ha": -308.760496, "lumo_energy_ev": -3.2, "homo_lumo_gap_ev": 11.57, "charge": 1, "e_above_lowest_kcal_mol": 20.2, "e_homo_ev": -14.8, "elements": ["C", "C", "N", "H", "H", "H", "H", "H", "H", "H", "C", "C", "C", "N", "H", "H", "H", "H", "H", "H", "H", "H"], "coordinates": [[1.7446, -0.9347, 1.5259], [2.1547, 0.2644, 0.6938], [1.4739, 0.3087, -0.6306], [2.0636, -1.8355, 0.9926], [2.1578, -0.9453, 2.5284], [0.6594, -1.0207, 1.6072], [1.9043, 1.2019, 1.1949], [3.2325, 0.2606, 0.5391], [1.7784, 1.1170, -1.1588], [1.7300, -0.4959, -1.2046], [-1.2564, -1.5823, -0.9782], [-1.9621, -0.4087, -0.2939], [-1.5156, 1.9079, -0.1392], [-1.0411, 0.7358, -0.1070], [-0.9145, -1.3366, -1.9830], [-0.4365, -1.9991, -0.3992], [-2.0061, -2.3686, -1.0660], [-2.7978, -0.0761, -0.9104], [-2.3724, -0.7591, 0.6535], [-0.8119, 2.7330, -0.1546], [-2.5825, 2.0775, -0.2540], [0.2852, 0.4111, -0.3919]], "nbo_charge": [-0.63, -0.22, -0.75, 0.22, 0.26, 0.21, 0.21, 0.22, 0.41, 0.41, -0.63, -0.25, 0.05, -0.45, 0.21, 0.21, 0.25, 0.21, 0.23, 0.19, 0.20, 0.44]}